16
Properties=species:S:1:pos:R:3:lowdin_charge:R:1 method="wB97M-V/def2-TZVPD" homo_lumo_gap_ev=8.89 total_charge=+1 energy_ev=-9774.9070 lumo_energy_ev=-4.86 max_force_ev_per_a=4.0 relative_energy_kj_mol=350.7 spin_multiplicity=1
N -0.01 0.99 -0.29 -0.03
N -1.38 -1.53 -0.43 0.20
N 1.17 1.33 -0.23 0.08
C 2.23 0.55 -0.32 -0.09
C -0.21 -1.14 -0.07 -0.04
C -1.07 1.81 0.16 -0.05
C 1.04 -1.54 0.22 -0.03
C 2.21 -0.78 0.07 -0.02
H 3.16 1.07 -0.51 0.12
H 1.13 -2.53 0.67 0.14
H -0.75 2.85 0.22 0.10
H -1.40 1.50 1.16 0.10
H -1.91 1.72 -0.53 0.09
H -2.20 -0.97 -0.23 0.14
H 3.15 -1.26 0.29 0.12
H -1.52 -2.35 -1.01 0.16